1.
109
Properties=species:S:1:pos:R:3:forces:R:3:lowdin_charge:R:1 method="wB97M-V/def2-TZVPD" spin_multiplicity=1 smiles="O=P(O)(O)N(CCO)S(=O)(=O)F.O=C1OC[C@@H](F)O1.O=C1OC[C@@H](F)O1.O=C1OC[C@@H](F)O1.O=C1OC[C@@H](F)O1.O=C1OC[C@@H](F)O1.O=C1OC[C@@H](F)O1.O=C1OC[C@@H](F)O1.O=C1OC[C@@H](F)O1.O=C1OC[C@@H](F)O1" total_charge=0 orbital_gap_ev=10.60 fmax_ev_per_a=2.06 homo_energy_ev=-10.518
S -2.520 -3.486 -3.376 0.20 -0.98 0.19 0.53
P -3.419 -1.930 -5.622 -0.48 1.25 -1.30 0.33
F -4.411 -1.710 6.774 -0.02 0.07 0.03 0.08
F 2.549 4.780 -5.372 0.02 0.00 0.15 0.07
F -0.581 -2.549 1.156 0.01 -0.15 -0.13 0.07
F 0.246 7.312 6.881 0.05 0.05 -0.02 0.08
F 6.012 -1.421 -1.307 0.07 0.02 -0.03 0.08
F -7.095 -1.841 -4.437 0.00 0.05 -0.04 0.07
F 1.411 5.649 -0.842 0.07 0.03 0.05 0.08
F -2.806 -4.896 2.694 0.00 -0.01 0.10 0.06
F -3.049 -2.672 -2.160 0.06 0.45 0.06 -0.12
F 5.317 1.028 4.544 0.00 -0.14 -0.02 0.09
O -1.592 -9.080 1.835 -0.07 -0.12 0.00 0.19
O -4.433 -0.964 -4.885 -0.21 -0.73 0.54 -0.09
O 6.850 2.116 1.236 -0.05 0.16 0.00 0.19
O -0.587 -0.955 -0.450 0.38 0.29 0.37 0.11
O -9.009 1.321 -1.985 -0.07 0.12 -0.01 0.19
O 6.257 0.022 1.812 0.09 -0.06 -0.44 0.05
O 1.454 -1.085 3.929 0.29 -0.32 0.15 0.15
O 4.538 2.511 -7.024 -0.17 0.13 0.24 0.08
O -8.873 -0.900 -1.647 0.22 0.02 -0.25 0.07
O -0.341 0.872 0.832 -0.05 -0.38 -0.38 0.10
O 2.242 6.363 6.420 -0.10 -0.15 -0.45 0.14
O -4.292 -3.128 -6.155 -0.15 -0.82 0.76 -0.09
O 2.989 2.567 -5.396 0.68 0.24 -0.10 0.13
O -0.726 1.102 -1.366 -0.15 0.13 -0.13 0.17
O 1.012 -0.691 -3.678 -0.08 -0.05 -0.40 -0.04
O -3.556 -4.346 -3.749 -1.93 0.02 -0.71 -0.22
O -2.347 -7.107 2.632 0.45 0.08 0.03 0.13
O -7.800 0.026 -3.386 0.14 -0.15 0.45 0.13
O 2.443 3.925 0.186 0.37 -0.17 -0.29 0.14
O 1.550 4.394 5.602 -0.01 0.34 0.10 0.06
O -2.862 -0.264 5.998 -0.22 0.03 -0.43 0.14
O -2.874 -1.253 -6.781 1.53 0.48 -0.83 -0.23
O 1.894 1.081 4.285 0.20 -0.15 -0.04 0.08
O -1.343 -4.126 -2.973 1.75 0.39 0.49 -0.21
O 6.660 0.513 -0.341 0.29 -0.19 0.34 0.13
O 3.091 1.805 0.597 0.01 -0.10 0.17 0.16
O 3.756 0.587 -6.165 -0.07 -0.13 -0.01 0.19
O 3.743 4.743 5.953 0.11 -0.07 0.04 0.19
O -1.175 0.533 4.731 0.02 0.09 -0.04 0.19
O 3.592 -0.355 4.056 -0.31 0.24 -0.35 0.14
O -0.822 -7.143 0.987 -0.22 0.13 0.30 0.08
O 2.332 2.380 -1.438 0.14 0.41 0.43 0.09
O -2.408 -1.217 4.018 -0.18 0.17 0.38 0.05
N -2.245 -2.330 -4.485 -0.55 -0.69 0.21 -0.23
C -0.333 -0.265 1.709 0.24 0.40 0.42 -0.04
C 1.727 3.573 -1.946 -0.16 -0.08 -0.63 -0.04
C 5.916 -1.138 1.046 -0.06 -0.30 0.37 -0.05
C -2.055 -0.238 4.899 0.20 -0.07 0.05 -0.53
C -1.587 -7.900 1.815 -0.01 -0.17 -0.18 -0.55
C -3.419 -2.015 4.643 -0.10 -0.25 -0.37 -0.05
C 0.003 -1.384 0.769 -0.37 -0.15 0.02 -0.28
C 0.375 5.146 5.926 -0.32 -0.27 -0.23 -0.04
C 6.666 -0.899 -0.241 -0.39 0.10 -0.24 -0.31
C -0.197 -1.369 -3.358 0.54 0.00 0.10 -0.26
C -1.802 -5.804 2.558 -0.39 -0.02 -0.17 -0.31
C -0.570 0.411 -0.413 -0.06 0.33 -0.04 -0.54
C -0.877 -1.802 -4.652 0.89 0.76 0.22 -0.16
C 3.094 1.824 4.547 -0.14 0.34 -0.04 -0.04
C 2.661 2.624 -0.150 -0.09 -0.41 0.05 -0.54
C 3.763 1.767 -6.196 -0.14 -0.34 -0.08 -0.54
C -1.205 -5.776 1.174 0.35 0.22 -0.26 -0.06
C 0.910 6.556 5.975 -0.03 0.04 0.43 -0.31
C -8.325 -1.974 -2.419 -0.07 -0.26 0.31 -0.05
C -8.605 0.259 -2.306 -0.20 0.09 0.02 -0.55
C 2.625 5.127 5.990 0.11 -0.09 0.12 -0.55
C 6.611 0.999 0.934 -0.15 0.17 0.09 -0.55
C 4.133 0.958 3.893 0.43 0.05 0.32 -0.30
C 4.161 3.878 -6.860 0.31 0.17 -0.23 -0.06
C 3.548 3.867 -5.482 -0.52 -0.04 -0.15 -0.32
C 2.286 4.633 -1.032 -0.45 0.05 0.16 -0.31
C -3.986 -1.061 5.665 0.19 -0.19 0.35 -0.31
C 2.242 -0.204 4.083 -0.09 0.05 0.22 -0.55
C -7.257 -1.270 -3.217 -0.18 -0.06 -0.37 -0.32
H 1.071 -1.547 0.618 -0.03 -0.16 0.01 0.18
H 0.641 3.488 -1.872 0.01 0.09 0.16 0.14
H -5.039 -0.705 -5.602 -0.18 0.24 0.42 0.10
H 4.287 1.161 2.834 0.07 -0.03 0.02 0.14
H -1.313 -0.383 2.163 -0.05 -0.17 -0.15 0.13
H 0.053 -2.199 -2.703 -0.28 -0.22 -0.02 0.10
H 3.436 4.155 -7.627 -0.14 0.01 0.14 0.15
H 3.041 2.818 4.117 -0.19 -0.06 -0.10 0.13
H -4.157 -2.348 3.919 0.12 0.11 -0.16 0.14
H -0.395 5.011 5.171 0.16 -0.14 -0.12 0.14
H -0.787 -0.659 -2.797 -0.28 0.10 -0.12 0.09
H -0.347 -5.114 1.099 0.12 -0.17 -0.04 0.13
H 0.402 -0.144 2.489 -0.12 0.22 -0.06 0.10
H -9.101 -2.398 -3.058 0.09 0.08 -0.16 0.15
H -1.081 -5.663 3.365 -0.09 0.12 0.06 0.18
H -4.787 -0.421 5.293 -0.08 -0.03 0.11 0.17
H 6.228 -2.046 1.556 0.10 0.14 0.17 0.14
H 3.242 1.913 5.622 0.12 -0.09 -0.01 0.15
H 7.696 -1.259 -0.239 -0.02 -0.06 -0.12 0.17
H -7.928 -2.756 -1.778 -0.04 0.14 0.18 0.14
H -0.205 -2.479 -5.178 -0.36 -0.51 -0.05 0.13
H 1.528 -1.262 -4.265 0.08 0.20 0.18 0.09
H -0.012 4.818 6.891 0.06 0.17 0.08 0.15
H -1.936 -5.496 0.414 -0.13 0.03 0.14 0.15
H -0.924 -0.913 -5.271 -0.37 0.07 -0.12 0.12
H -3.928 -3.415 -7.006 -0.08 0.03 0.12 0.11
H 3.249 5.043 -1.343 -0.03 0.12 0.06 0.17
H 4.264 4.013 -4.671 -0.09 0.10 0.06 0.17
H 1.995 3.733 -2.987 0.10 -0.21 0.00 0.12
H -2.958 -2.888 5.106 -0.04 0.07 0.17 0.14
H 5.025 4.534 -6.935 0.12 -0.18 -0.01 0.14
H -6.290 -1.198 -2.718 0.09 -0.06 -0.16 0.17
H 4.836 -1.169 0.893 0.03 0.06 -0.20 0.14
H 0.920 7.072 5.014 -0.05 0.11 0.05 0.17


2.
41
Properties=species:S:1:pos:R:3:forces:R:3:lowdin_charge:R:1 method="wB97M-V/def2-TZVPD" spin_multiplicity=1 smiles="O=CCCCS.O.O.O.O.O.O.O.O.O" total_charge=0 orbital_gap_ev=9.67 fmax_ev_per_a=3.28 homo_energy_ev=-9.259
S 0.234 2.323 -2.140 0.20 -0.55 0.92 0.70
O -2.688 3.256 0.636 -0.80 0.79 0.79 -0.06
O 2.590 -2.307 -1.155 -0.26 -0.50 -0.48 0.04
O 3.581 0.399 0.218 -0.40 -1.26 -3.00 -0.10
O 2.084 -1.670 1.669 0.25 -0.59 0.14 -0.05
O 0.808 0.296 3.109 0.89 0.41 -0.13 -0.10
O -3.577 -1.229 -0.004 0.53 0.32 -0.87 -0.07
O -1.205 -1.935 0.248 -0.75 -0.59 -0.21 -0.14
O -1.329 0.854 1.527 -0.29 -0.82 -0.20 -0.08
O -4.258 1.118 0.925 0.03 0.32 -0.81 -0.07
O 2.760 1.859 2.368 -0.63 0.38 0.04 -0.03
C 1.456 -2.092 -1.514 0.22 1.77 -0.40 -0.29
C 0.473 0.510 -1.792 0.48 -0.59 0.32 -0.55
C 0.587 -0.338 -3.057 -0.80 0.16 -0.65 -0.27
C 0.958 -1.856 -2.942 -2.18 -1.02 1.81 -0.13
H 0.674 -1.704 -0.823 0.38 -0.91 0.27 0.08
H 1.528 -2.347 -3.721 0.29 0.49 -0.19 0.11
H -4.083 1.310 -0.018 -0.46 0.28 0.55 0.07
H -4.258 -1.878 0.199 -0.31 1.07 0.47 0.08
H -0.691 0.541 2.185 0.46 0.49 0.16 -0.02
H 2.585 1.587 1.450 0.61 -0.04 -0.03 0.04
H -1.568 -0.014 1.155 -0.02 0.32 -0.13 0.00
H -2.220 -1.916 0.017 1.78 0.06 0.71 0.02
H 1.346 0.223 -3.632 -0.75 -0.52 -0.55 0.11
H -0.938 -2.797 0.614 -0.39 0.57 -0.27 0.05
H -1.944 3.279 0.041 0.64 -0.06 0.02 0.02
H -0.093 -2.335 -2.919 1.64 0.23 -0.17 0.13
H -0.352 0.157 -1.125 0.97 0.43 -0.30 0.07
H 0.006 2.331 -3.444 -0.08 -0.38 -0.45 -0.17
H 3.600 -0.553 0.441 -0.26 0.32 0.62 0.03
H -3.587 -0.281 0.363 -1.09 -1.78 0.54 0.04
H 2.280 -2.149 2.480 0.36 -0.16 -0.03 0.05
H 1.618 0.870 2.860 -1.06 -0.62 0.37 0.03
H 1.491 0.362 -1.373 -0.95 0.72 0.72 0.04
H 1.242 -1.290 1.916 -0.46 0.63 -0.06 0.01
H -3.813 1.889 1.327 0.15 -0.59 -0.21 0.04
H 3.377 0.248 -0.776 0.63 0.88 2.27 0.08
H -0.461 -0.387 -3.412 0.91 0.71 -0.98 0.11
H 0.620 0.548 4.009 -0.18 0.04 0.45 0.05
H 3.606 1.477 2.594 0.40 -0.16 -0.19 0.06
H -2.439 3.643 1.495 0.29 -0.25 -0.84 0.07